Computed, not measured: a 2-piece molecular cluster, C25H47ClN6O2PS3 overall, with ωB97M-V/def2-TZVPD.

Last column: Mulliken charge in e.
Element x y z (Å)
C (-3.784, 3.867, -4.040)  -1.049
C (-2.575, 4.764, -3.644)  -0.312
S (-2.570, 4.987, -1.822)  -0.083
C (-2.093, 3.313, -1.261)  -1.594
C (-1.913, 3.227, 0.265)  0.733
C (-2.706, 4.233, 1.139)  -1.129
C (-4.233, 4.023, 1.136)  -0.956
C (-4.792, 2.817, 1.935)  -0.615
S (-3.980, 2.516, 3.543)  -0.208
C (-1.901, 1.745, 0.801)  -0.530
O (-1.388, 1.011, -0.396)  -0.559
C (-2.267, 0.160, -0.820)  0.575
N (-3.032, -0.418, -1.496)  -0.583
C (-0.892, 1.573, 1.990)  -0.490
C (-0.431, 0.092, 1.828)  -1.832
C (0.137, -0.572, 3.100)  0.555
C (0.994, -1.773, 2.627)  -1.495
Cl (1.175, 0.505, 4.076)  -0.176
N (0.085, 2.647, 1.699)  1.076
C (0.706, 3.382, 2.818)  -0.694
C (2.088, 3.518, 2.839)  -0.454
C (2.561, 4.243, 3.899)  -0.644
C (1.755, 4.804, 4.872)  -0.452
N (0.442, 4.634, 4.854)  -0.633
C (-0.014, 3.936, 3.839)  -0.217
C (-0.376, 3.532, 0.526)  -0.351
S (0.138, 5.265, 0.510)  -0.164
H (-3.453, 2.828, -4.139)  0.303
H (-4.549, 3.860, -3.259)  0.274
H (-4.227, 4.210, -4.978)  0.346
H (-1.651, 4.248, -3.921)  0.237
H (-2.614, 5.745, -4.115)  0.472
H (-2.895, 2.636, -1.585)  0.702
H (-1.196, 3.035, -1.820)  0.709
H (-2.535, 5.253, 0.779)  0.808
H (-2.252, 4.187, 2.134)  -0.011
H (-4.682, 4.947, 1.515)  0.494
H (-4.594, 3.910, 0.107)  0.134
H (-5.836, 3.055, 2.163)  0.478
H (-4.850, 1.919, 1.313)  0.421
H (-3.830, 1.172, 3.617)  0.165
H (-2.866, 1.270, 0.966)  1.366
H (-1.365, 1.599, 2.972)  0.404
H (0.365, 0.070, 1.068)  0.528
H (-1.246, -0.548, 1.482)  0.470
H (-0.697, -1.004, 3.660)  0.509
H (0.914, -2.625, 3.307)  0.410
H (0.723, -2.102, 1.617)  0.277
H (2.055, -1.507, 2.584)  0.381
H (0.894, 2.141, 1.329)  0.841
H (2.735, 3.087, 2.080)  0.514
H (3.636, 4.388, 3.980)  0.423
H (2.221, 5.388, 5.659)  0.413
H (-1.098, 3.780, 3.810)  0.409
H (0.200, 3.102, -0.300)  0.550
H (1.474, 5.247, 0.724)  0.231
O (2.493, -3.037, -1.019)  -0.910
P (2.888, -4.232, -1.879)  0.999
N (1.461, -4.151, -2.863)  0.178
C (0.127, -4.194, -2.281)  -0.924
C (1.541, -3.044, -3.813)  -1.148
N (2.867, -5.428, -0.594)  0.085
C (1.638, -5.998, -0.078)  -0.973
C (3.740, -5.080, 0.526)  -0.891
N (3.412, -5.442, -3.006)  0.020
C (2.583, -6.449, -3.632)  -0.826
C (4.811, -5.839, -2.894)  -1.097
H (-0.627, -4.057, -3.060)  0.351
H (-0.034, -3.430, -1.511)  0.206
H (-0.089, -5.173, -1.859)  0.271
H (2.470, -3.105, -4.386)  0.336
H (1.509, -2.071, -3.305)  0.284
H (0.719, -3.085, -4.529)  0.367
H (0.957, -5.237, 0.332)  0.246
H (1.862, -6.714, 0.715)  0.408
H (1.115, -6.574, -0.842)  0.230
H (3.276, -4.348, 1.202)  0.160
H (4.679, -4.652, 0.166)  0.310
H (3.996, -5.973, 1.099)  0.369
H (2.076, -7.088, -2.900)  0.225
H (3.196, -7.096, -4.263)  0.386
H (1.842, -6.012, -4.295)  0.270
H (4.933, -6.698, -2.221)  0.369
H (5.416, -5.016, -2.506)  0.332
H (5.227, -6.095, -3.871)  0.388

Summary:
Frontier orbital gap in eV: 7.1
Multiplicity: 1
Net charge: +1
HOMO in Eh: -0.35921

Computed, not measured: a 3-piece molecular cluster, C25H47FN2O4S overall, with ωB97M-V/def2-TZVPD.

Last column: Mulliken charge in e.
Element x y z (Å)
O (7.399, 5.123, -2.559)  -0.488
C (6.808, 4.181, -2.315)  0.315
O (7.326, 3.064, -1.715)  -0.380
C (6.458, 1.955, -1.877)  -0.468
C (5.588, 2.401, -3.075)  0.039
S (6.637, 2.568, -4.585)  -0.234
C (5.343, 3.818, -2.585)  0.010
C (4.458, 4.780, -3.365)  -0.923
C (3.232, 4.076, -3.954)  -0.831
C (2.422, 3.282, -2.934)  -0.305
F (2.505, 3.812, -1.667)  -0.298
H (6.967, 1.038, -2.122)  0.396
H (5.753, 1.893, -1.056)  0.261
H (4.756, 1.768, -3.333)  0.446
H (6.278, 1.516, -5.341)  0.168
H (4.941, 3.768, -1.572)  0.231
H (4.991, 5.304, -4.147)  0.332
H (4.084, 5.497, -2.649)  0.354
H (3.504, 3.408, -4.762)  0.308
H (2.578, 4.851, -4.332)  0.430
H (1.378, 3.319, -3.223)  0.379
H (2.684, 2.230, -2.920)  0.248
C (-1.714, 2.673, 3.198)  -1.958
C (-1.320, 1.528, 2.236)  1.945
C (-0.971, 0.275, 3.043)  -0.848
C (0.380, 0.363, 3.752)  -0.635
C (1.484, 0.744, 2.769)  -1.256
C (1.171, 2.009, 1.968)  2.054
N (-0.189, 1.956, 1.355)  0.480
O (-0.137, 1.187, 0.324)  -0.584
C (1.307, 3.247, 2.877)  -1.854
C (2.239, 2.201, 0.894)  -2.381
C (-2.580, 1.257, 1.419)  -1.555
H (-1.594, 3.647, 2.721)  0.341
H (-2.760, 2.587, 3.489)  0.505
H (-1.147, 2.671, 4.128)  0.321
H (-0.961, -0.595, 2.378)  -0.027
H (-1.757, 0.089, 3.778)  0.417
H (0.337, 1.081, 4.575)  0.349
H (0.614, -0.603, 4.205)  0.415
H (2.424, 0.879, 3.308)  0.406
H (1.643, -0.093, 2.081)  0.345
H (0.974, 4.147, 2.358)  0.365
H (2.351, 3.395, 3.154)  0.471
H (0.759, 3.168, 3.812)  0.329
H (2.331, 1.334, 0.241)  0.383
H (3.213, 2.351, 1.363)  0.467
H (2.027, 3.071, 0.283)  0.622
H (-2.856, 2.129, 0.822)  0.466
H (-3.413, 1.030, 2.083)  0.466
H (-2.472, 0.403, 0.753)  -0.045
C (-3.685, -5.955, 1.102)  -1.818
C (-4.388, -4.594, 0.893)  1.826
C (-5.362, -4.687, -0.284)  -1.251
C (-4.673, -4.716, -1.646)  -0.510
C (-3.705, -3.544, -1.788)  -1.296
C (-2.700, -3.446, -0.639)  2.031
N (-3.376, -3.514, 0.693)  0.494
O (-3.932, -2.380, 0.940)  -0.590
C (-1.650, -4.567, -0.772)  -1.834
C (-1.896, -2.155, -0.782)  -2.044
C (-5.186, -4.358, 2.174)  -1.959
H (-2.746, -5.835, 1.643)  0.350
H (-4.310, -6.625, 1.693)  0.489
H (-3.484, -6.484, 0.172)  0.307
H (-6.045, -3.831, -0.260)  0.410
H (-5.984, -5.578, -0.169)  0.339
H (-4.150, -5.665, -1.793)  0.310
H (-5.427, -4.662, -2.434)  0.392
H (-3.165, -3.629, -2.734)  0.387
H (-4.283, -2.616, -1.848)  0.364
H (-0.994, -4.590, 0.099)  0.375
H (-1.026, -4.392, -1.649)  0.456
H (-2.078, -5.558, -0.905)  0.335
H (-2.525, -1.267, -0.821)  0.269
H (-1.329, -2.172, -1.713)  0.469
H (-1.185, -2.034, 0.038)  0.432
H (-4.524, -4.266, 3.038)  0.447
H (-5.856, -5.199, 2.349)  0.461
H (-5.805, -3.464, 2.119)  0.362

Summary:
Frontier orbital gap (spin up / spin down) in eV: 8.9 / 9.5
Multiplicity: 3
Net charge: 0
Energy relative to the best compared isomer or geometry (same formula, charge and spin) in kJ/mol: 0.0
HOMO (spin up / spin down) in Eh: -0.30945 / -0.34086